(1)
C2H3ClO2 | the ωB97M-V functional and the def2-TZVPD basis

Its HOMO-LUMO gap is 11.23 eV. The energy above the lowest of the compared OMol25 structures with the same formula, charge and spin comes out at 0.451 eV.

Cartesian coordinates (Å):
O: -1.39147 -0.94792 -0.74923
C: -0.61638 -0.23994 -0.25319
O: -0.96028 1.07748 -0.34095
C: 0.87200 -0.28942 0.51107
Cl: 2.20820 0.02037 -0.66531
H: -1.83541 1.17771 -0.74660
H: 0.77365 0.48818 1.28329
H: 0.94969 -1.28646 0.96092

(2)
C2H3ClO2S | the ωB97M-V functional and the def2-TZVPD basis

Its HOMO-LUMO gap (spin up / spin down) is 8.20 / 7.95 eV. The energy above the lowest of the compared OMol25 structures with the same formula, charge and spin comes out at 6.313 eV.

Cartesian coordinates (Å):
C: -1.22896 0.43896 0.76417
C: -1.03175 -0.19819 -0.60400
O: 1.20761 1.00811 -0.20955
O: 1.86768 -1.52502 -0.55968
S: -0.14474 1.40451 -0.50910
Cl: 0.03310 -1.42541 -0.88662
H: -2.09764 0.79758 1.13069
H: -0.61611 0.11651 1.60974
H: 2.01081 -0.61706 -0.73564

(3)
C2H3CoLiO2 | the ωB97M-V functional and the def2-TZVPD basis

Its HOMO-LUMO gap (spin up / spin down) is 10.23 / 8.52 eV. Its expectation value of S² is 6.0144. As for the spin multiplicity: 5. The net charge is +1. The energy above the lowest of the compared OMol25 structures with the same formula, charge and spin comes out at 0.000 eV.

Cartesian coordinates (Å):
H: -0.60622 1.23624 -2.41079
O: 1.66548 0.20397 -0.12609
C: 1.01310 -0.39390 0.88832
C: -0.33515 -0.31263 0.99208
O: -1.01900 0.20435 -0.06232
Li: -1.74150 -0.27799 -1.63222
Co: 0.33067 1.21923 -0.98161
H: 1.58908 -1.04184 1.56087
H: -0.89647 -0.83741 1.77176

(4)
C2H3CrFO2 | the ωB97M-V functional and the def2-TZVPD basis

Its HOMO-LUMO gap (spin up / spin down) is 8.29 / 9.57 eV. Its expectation value of S² is 6.0125. As for the spin multiplicity: 5. The net charge is +2. The energy above the lowest of the compared OMol25 structures with the same formula, charge and spin comes out at 0.672 eV.

Cartesian coordinates (Å):
F: 1.60808 0.36576 1.96050
H: 1.88450 -0.38481 1.37991
O: 0.76167 -0.72633 -0.44672
C: 0.28628 0.40598 -0.30734
C: -1.25375 0.44983 -0.30021
O: -1.81318 -0.56541 -0.66590
Cr: -0.56789 -2.22996 -1.24518
H: 0.88959 1.32257 -0.36179
H: -1.79531 1.36238 -0.01327

(5)
C2H3Cs | the ωB97M-V functional and the def2-TZVPD basis

Its HOMO-LUMO gap (spin up / spin down) is 8.64 / 10.15 eV. Its expectation value of S² is 0.7522. As for the spin multiplicity: 2. The net charge is +1. The energy above the lowest of the compared OMol25 structures with the same formula, charge and spin comes out at 0.155 eV.

Cartesian coordinates (Å):
H: 5.38805 -3.01472 0.82388
C: 3.62660 -2.88817 -1.58790
C: 4.92339 -2.93678 -1.53679
H: 5.51463 -2.01543 -1.64364
H: 5.44297 -3.89446 -1.68798
Cs: -0.64528 -2.73580 -1.96410

(6)
C2H3CsLi2O2 | the ωB97M-V functional and the def2-TZVPD basis

Its HOMO-LUMO gap (spin up / spin down) is 4.94 / 6.86 eV. Its expectation value of S² is 0.7755. As for the spin multiplicity: 2. The net charge is +1. The energy above the lowest of the compared OMol25 structures with the same formula, charge and spin comes out at 2.173 eV.

Cartesian coordinates (Å):
O: -0.90743 -0.81174 -0.53550
C: -0.63187 0.54794 0.86735
C: 0.70532 0.04055 0.87357
O: 1.33931 0.51008 -0.20298
Li: 0.74244 -1.41721 -1.15541
H: -1.16790 0.48398 1.82137
H: -0.73341 1.55790 0.42660
H: 0.73685 -0.89231 1.45213
Cs: -2.57472 -1.43798 -2.10398
Li: 2.49143 1.41879 -1.44316

(7)
C2H3CuFO | the ωB97M-V functional and the def2-TZVPD basis

Its HOMO-LUMO gap is 9.70 eV. The net charge is +1. The energy above the lowest of the compared OMol25 structures with the same formula, charge and spin comes out at 1.892 eV.

Cartesian coordinates (Å):
H: -1.29118 -0.38121 0.95204
C: -0.15890 -0.92864 0.59140
C: -0.74109 -0.98160 -0.75908
O: -1.35243 0.12351 -0.86266
H: 0.42975 -1.81727 0.84275
F: 0.67471 0.19864 0.58507
H: -1.25167 -1.91687 -1.03525
Cu: 0.12274 1.81131 -0.92111

(8)
C2H3CuFO2 | the ωB97M-V functional and the def2-TZVPD basis

Its HOMO-LUMO gap is 7.86 eV. The net charge is +1.

Cartesian coordinates (Å):
H: 0.66416 0.67984 -1.93376
C: 0.31797 0.21312 0.83135
C: 0.27502 -0.52574 -0.48009
O: 1.12256 0.05779 -1.35780
O: -0.81073 0.72208 0.89281
H: 1.23250 0.75888 1.11999
F: 0.85436 -1.66515 0.31164
H: -0.66616 -0.91717 -0.88138
Cu: -2.98968 0.67634 1.49723

no.,E_tot (eV)
1,-18739.600
2,-29568.402
3,-44041.153
4,-37334.127
5,-2658.327
6,-7167.391
7,-51515.822
8,-53563.656